Record 1
{
  "formula": "C6H15N2OS",
  "method": "wB97M-V/def2-TZVPD",
  "homo_ev": -13.175,
  "total_charge": 1,
  "spin_multiplicity": 1,
  "e_lumo_ev": -2.772,
  "species": ["S", "O", "N", "N", "C", "C", "C", "C", "C", "C", "H", "H", "H", "H", "H", "H", "H", "H", "H", "H", "H", "H", "H", "H", "H"],
  "positions_angstrom": [[0.82529, 2.42745, 0.83643], [2.85404, 0.55739, 0.01286], [-0.78869, 0.37105, -0.05027], [-0.66120, 0.82124, 2.59605], [-2.78438, -0.40617, -2.22834], [-1.38870, -0.96042, -0.40568], [2.13398, -0.47305, 0.47734], [-1.65947, -1.02213, -1.85550], [0.19628, 0.88248, 1.58644], [1.16607, -0.28664, 1.67920], [-3.53755, 0.06264, -1.60074], [-0.71408, -1.75160, -0.15746], [-1.02612, -0.05880, 2.95637], [-1.04252, -1.57883, -2.57919], [1.39154, -0.71742, -0.40382], [-1.27926, 1.52117, 2.94995], [2.86583, -1.33851, 0.61784], [-2.34960, -1.03496, -0.01131], [-0.07915, 0.53923, -0.76047], [1.75269, -0.05392, 2.61092], [-3.23211, -0.52237, -3.21401], [1.67483, 1.88120, 0.00721], [-1.36688, 1.19300, -0.11719], [3.34685, 0.92220, 0.76703], [0.80668, -1.34225, 1.79917]],
  "forces_ev_per_angstrom": [[-1.93, 0.88, 2.34], [1.87, 2.52, 0.01], [1.31, -0.69, -0.02], [-1.34, 0.31, 1.25], [-0.70, -1.03, -1.35], [1.20, 1.24, -0.63], [-2.38, -3.55, -1.18], [-1.26, 0.61, -1.31], [0.50, -1.71, -1.62], [2.37, -0.25, 0.09], [0.56, 0.07, 0.64], [0.34, -0.38, 0.84], [0.94, -0.12, -0.42], [-0.24, 0.39, 0.54], [1.70, -0.19, 1.40], [0.07, 1.14, -0.51], [-1.50, 0.58, 0.17], [-1.15, -0.36, 1.63], [-0.02, 0.12, 0.03], [-0.40, -0.26, -0.70], [0.69, 0.21, -0.23], [0.58, -0.73, -0.54], [-0.90, -0.08, -0.16], [0.30, 0.07, -0.46], [-0.64, 1.22, 0.19]],
  "nbo_charge": [0.05, -0.69, -0.69, -0.79, -0.34, -0.28, -0.05, -0.24, 0.29, -0.53, 0.20, 0.22, 0.42, 0.24, 0.15, 0.42, 0.21, 0.23, 0.39, 0.25, 0.22, 0.19, 0.41, 0.48, 0.26]
}


Record 2
{
  "formula": "C39H43FN6NaO4",
  "method": "wB97M-V/def2-TZVPD",
  "homo_ev": -3.883,
  "total_charge": -1,
  "spin_multiplicity": 1,
  "e_lumo_ev": 1.790,
  "species": ["Na", "F", "O", "O", "O", "O", "N", "N", "N", "N", "N", "N", "C", "C", "C", "C", "C", "C", "C", "C", "C", "C", "C", "C", "C", "C", "C", "C", "C", "C", "C", "C", "C", "C", "C", "C", "C", "C", "C", "C", "C", "C", "C", "C", "C", "C", "C", "C", "C", "C", "C", "H", "H", "H", "H", "H", "H", "H", "H", "H", "H", "H", "H", "H", "H", "H", "H", "H", "H", "H", "H", "H", "H", "H", "H", "H", "H", "H", "H", "H", "H", "H", "H", "H", "H", "H", "H", "H", "H", "H", "H", "H", "H", "H"],
  "positions_angstrom": [[-0.58526, 0.06751, -0.01352], [-2.28503, 6.14729, -0.78407], [-6.08479, 2.36399, -0.83637], [-4.74804, 6.49106, 0.50668], [-2.38000, -0.14748, -1.79449], [-1.85178, 1.68021, -0.62158], [0.56345, 1.30940, -2.95090], [-0.51718, 3.07053, 1.93179], [-5.36198, 4.41452, -0.19005], [-4.00978, 3.06480, -1.50560], [0.23263, -2.17322, -1.50542], [1.92506, -1.13285, 0.31883], [0.86910, -1.03330, 2.50321], [-5.20997, 3.20521, -0.84742], [1.93986, -3.72850, -2.11935], [-2.31014, 4.21681, 4.94192], [-0.68168, 2.06233, 4.13531], [1.15052, 0.48163, 4.78668], [-0.02239, 0.17516, 2.60859], [0.14549, 0.86937, 3.76448], [2.16431, -0.77993, 1.68888], [-1.16262, 2.17991, 5.43705], [2.70047, -3.37478, 0.86148], [1.04095, -5.27832, -5.50556], [-0.59506, 0.11267, -4.95732], [3.59259, -4.17688, 4.30642], [-1.02756, 3.08488, 3.22225], [1.91392, -0.61271, 4.74470], [-4.47080, 5.47799, -0.09795], [1.25830, -4.09305, -3.27857], [3.28797, -4.80225, -4.56356], [4.10546, -5.44602, 2.23292], [3.19777, -3.08012, 2.06926], [-3.69065, 1.78926, -2.13294], [-2.11069, 0.29644, -4.90405], [0.03579, -3.47159, -3.50096], [4.07432, -4.05129, 2.85474], [0.07924, 0.79210, -3.85161], [-0.43058, -2.52272, -2.59658], [1.74537, -1.61258, 3.64918], [-1.83555, 4.14315, 3.64272], [1.80924, -6.50512, -3.47942], [1.83869, -5.15414, -4.20763], [2.95135, -1.71708, 2.65144], [1.40127, -2.77530, -1.27014], [-3.04344, 4.04002, -1.44561], [-1.96990, 3.23086, 5.85499], [-3.23234, 5.19813, -0.80423], [2.04830, -2.35890, 0.01294], [-2.54295, 1.03851, -1.43870], [5.51066, -3.50070, 2.86741], [-2.11063, 3.81747, -1.94284], [-0.56943, -3.70928, -4.36475], [-2.33364, 3.27019, 6.87423], [6.17806, -4.22962, 3.33316], [-2.37807, 1.33776, -5.08468], [3.87677, -1.29179, 3.05100], [-1.13139, 3.48503, 1.24584], [0.01921, -5.61399, -5.32364], [1.30562, 1.17120, 5.61114], [-0.32728, -0.94324, -4.89952], [-4.59282, 1.18578, -2.13765], [-6.23475, 4.52394, 0.30549], [1.51792, -6.01371, -6.15571], [3.68307, -5.53641, -5.26874], [-2.94119, 5.04759, 5.23558], [3.35036, -3.81547, -5.02487], [2.23086, -7.28612, -4.11575], [4.52296, -5.43056, 1.22495], [2.63884, -0.80721, 5.53179], [2.82695, -4.35955, 0.43335], [-0.18059, 0.49943, -5.89170], [-3.39294, 1.97464, -3.16905], [3.93553, -4.80385, -3.68764], [4.25665, -4.84850, 4.85621], [-1.38070, -2.01905, -2.73592], [3.59460, -3.21160, 4.81123], [2.58081, -4.58086, 4.35338], [2.47099, 0.26229, 1.76413], [4.73233, -6.09919, 2.84271], [0.34532, -1.86206, 2.01665], [2.38864, -6.46742, -2.55647], [-2.07860, 4.92471, 2.93042], [-0.91765, 1.39506, 6.14439], [0.78660, -6.78505, -3.22238], [-0.29066, 2.11120, 1.67769], [5.58387, -2.57340, 3.43422], [1.41142, -2.57890, 4.03879], [3.10804, -5.88633, 2.18578], [2.89292, -4.17722, -1.87113], [-2.49869, 0.01325, -3.92503], [5.86662, -3.31055, 1.85352], [-2.58145, -0.31276, -5.67542], [0.99916, -4.32956, -6.04375]],
  "forces_ev_per_angstrom": [[0.56, -0.61, 0.25], [0.02, 0.00, -0.01], [-0.07, -0.03, -0.03], [-0.01, 0.02, 0.00], [0.01, -0.18, 0.03], [-0.39, 0.42, -0.14], [0.21, 0.19, 0.13], [0.00, -0.22, -0.08], [-0.05, 0.00, -0.01], [0.02, 0.03, 0.02], [-0.11, 0.03, -0.01], [-0.06, 0.03, 0.03], [0.00, 0.07, -0.10], [0.02, 0.02, 0.08], [-0.03, -0.03, -0.01], [0.00, 0.02, 0.02], [-0.02, 0.04, -0.04], [0.01, 0.04, -0.03], [0.08, 0.17, 0.08], [-0.10, -0.07, 0.02], [-0.02, 0.00, -0.10], [-0.04, -0.03, 0.01], [0.04, 0.08, -0.05], [-0.01, -0.01, -0.01], [0.10, 0.05, -0.09], [0.03, 0.00, -0.02], [0.02, 0.01, 0.12], [0.03, -0.05, 0.07], [0.09, -0.01, 0.00], [-0.02, 0.02, 0.02], [0.02, 0.01, -0.03], [-0.01, -0.02, -0.01], [0.00, -0.03, 0.05], [-0.06, 0.10, -0.10], [-0.06, 0.00, -0.09], [0.01, 0.01, -0.05], [-0.04, 0.05, 0.03], [-0.21, -0.16, -0.02], [0.01, -0.06, -0.01], [0.07, -0.08, -0.01], [0.02, 0.00, 0.03], [0.01, 0.00, -0.01], [-0.03, 0.00, 0.01], [-0.04, 0.01, 0.11], [0.09, 0.07, 0.16], [0.06, 0.06, 0.03], [0.00, 0.02, -0.03], [-0.09, -0.02, 0.00], [-0.04, -0.01, -0.07], [-0.04, 0.23, 0.05], [0.03, -0.01, -0.01], [0.00, -0.01, 0.01], [0.00, 0.00, -0.01], [0.00, 0.00, 0.01], [0.00, 0.00, 0.02], [0.04, 0.02, -0.06], [0.01, -0.02, -0.01], [0.01, -0.01, -0.01], [-0.01, 0.00, 0.01], [-0.01, 0.03, 0.02], [-0.01, -0.02, 0.01], [0.03, -0.02, 0.02], [0.01, -0.01, -0.01], [0.00, -0.01, -0.01], [0.01, -0.01, 0.00], [0.00, 0.00, 0.00], [-0.01, 0.01, -0.01], [0.01, -0.02, -0.01], [0.02, -0.01, -0.01], [0.04, 0.02, -0.02], [-0.02, -0.02, -0.01], [-0.02, -0.04, 0.02], [-0.07, -0.02, 0.09], [0.00, 0.01, 0.03], [0.01, 0.00, 0.00], [-0.04, 0.01, -0.03], [-0.01, 0.03, 0.01], [-0.01, -0.02, 0.00], [0.02, -0.01, 0.00], [0.01, -0.01, 0.00], [-0.02, -0.01, 0.00], [0.01, 0.00, 0.01], [-0.02, 0.00, -0.02], [0.00, -0.01, 0.01], [-0.02, 0.00, 0.00], [0.02, 0.06, -0.08], [-0.01, 0.02, -0.01], [-0.04, 0.01, 0.01], [-0.03, 0.01, -0.01], [0.01, 0.00, 0.00], [0.07, -0.11, -0.09], [0.00, -0.01, -0.03], [-0.02, 0.00, -0.03], [0.01, 0.01, 0.00]],
  "mulliken_charge": [0.74, -0.38, -0.66, -0.66, -0.76, -0.79, -0.50, -0.56, -0.07, 0.17, 0.01, -0.54, 0.29, 0.51, 0.11, -0.49, 0.37, -0.81, -1.68, 0.82, -0.10, -0.47, -1.02, -2.09, 0.23, -1.82, 0.02, -1.53, 0.31, 0.62, -1.72, -2.16, -0.38, -0.88, -1.02, -0.35, 2.38, 0.30, -1.39, 0.87, -0.61, -1.57, 2.07, -0.16, -0.93, -0.16, -0.76, 0.50, 0.10, 0.77, -1.72, 0.37, 0.42, 0.36, 0.47, 0.34, 0.38, 0.10, 0.37, 0.45, -0.22, 0.33, 0.22, 0.44, 0.47, 0.36, 0.39, 0.43, 0.40, 0.33, 0.66, 0.44, 0.11, 0.32, 0.52, 0.71, 0.25, 0.37, 0.54, 0.43, 0.57, 0.33, 0.42, 0.46, 0.37, 0.35, 0.40, 0.58, 0.43, 0.64, 0.12, 0.34, 0.39, 0.41]
}


Record 3
{
  "formula": "C6H18N2O2",
  "method": "wB97M-V/def2-TZVPD",
  "homo_ev": -8.202,
  "smiles": "C/C(=C\\N)C[C@H](C)N.O.O",
  "spin_multiplicity": 1,
  "e_lumo_ev": 0.667,
  "species": ["O", "O", "N", "N", "C", "C", "C", "C", "C", "C", "H", "H", "H", "H", "H", "H", "H", "H", "H", "H", "H", "H", "H", "H", "H", "H", "H", "H"],
  "positions_angstrom": [[-2.80264, 0.09885, 2.84611], [2.82317, 0.73691, -1.51836], [1.04568, -0.14656, 2.57184], [-0.81510, 1.70470, -2.73685], [-0.90237, 1.47498, -1.33984], [1.42477, -1.58706, 0.74030], [-0.86280, 0.22475, -0.84832], [0.98456, -0.13409, 1.09580], [-0.52811, 0.00545, 0.59297], [-0.81367, -0.94606, -1.78861], [0.16207, -1.28530, -2.07938], [-1.20085, 2.59859, -2.98849], [-1.21554, -1.78199, -1.16556], [-0.77751, 2.28054, -0.63149], [-1.55653, -0.96565, -2.60133], [1.21082, -1.96831, -0.23184], [-2.65216, 0.32633, 1.92719], [2.53911, -1.52222, 0.93120], [2.68203, 1.59517, -1.12033], [-1.09113, 0.92230, -3.31278], [-2.66638, -0.80600, 3.12072], [0.41665, 0.56405, 2.94248], [-0.84266, -0.95528, 1.04097], [-0.87683, 0.80311, 1.23747], [1.98773, 0.31902, -1.74001], [1.95791, -0.03561, 2.98901], [0.83488, -2.23278, 1.35237], [1.53490, 0.71215, 0.71477]],
  "forces_ev_per_angstrom": [[-0.59, 1.20, 1.00], [0.79, -0.45, -0.23], [-1.55, 0.54, -0.09], [-0.13, 0.70, 1.42], [0.64, -1.43, -0.64], [2.05, 2.12, 0.05], [1.09, 0.58, -0.36], [-1.16, -1.33, -0.48], [1.26, -0.66, 2.10], [-1.99, -1.53, 1.59], [0.55, 0.15, -0.54], [-0.13, -0.09, -0.48], [0.44, 0.15, -0.41], [-0.22, 0.54, -0.37], [0.58, 0.53, -0.11], [0.25, 0.35, -1.18], [0.17, -0.99, -0.01], [-1.18, -1.16, -0.12], [-0.50, 0.04, -0.06], [-0.10, 0.28, 0.03], [0.27, -0.22, -0.85], [0.32, -0.10, 0.15], [-0.99, 0.42, -0.53], [-0.59, 0.39, -0.11], [-0.26, 0.46, 0.17], [0.15, 0.08, -0.37], [0.21, -0.41, 1.06], [0.62, -0.18, -0.60]],
  "nbo_charge": [-0.97, -0.95, -0.87, -0.82, 0.00, -0.63, -0.11, -0.02, -0.44, -0.67, 0.22, 0.38, 0.22, 0.20, 0.22, 0.20, 0.49, 0.22, 0.47, 0.38, 0.49, 0.36, 0.21, 0.20, 0.48, 0.37, 0.22, 0.17]
}